# 1
81
Properties=species:S:1:pos:R:3:lowdin_charge:R:1 method="wB97M-V/def2-TZVPD" gap_ev=4.653 e_lumo_ev=-8.799 multiplicity=1 charge=+2 de_lowest_ev=0.400 total_energy_ev=-76221.26007
Zr -0.17641 0.68444 -0.28290 1.53
C -2.10409 1.71089 -7.54808 -0.10
C -2.15648 0.44516 -7.12893 -0.14
C -1.31410 -0.63391 -7.74616 -0.18
C 0.19490 -0.32001 -7.88448 -0.18
C 0.77761 0.46057 -6.72860 -0.13
C 0.79573 1.78852 -6.71038 -0.10
C 0.31274 2.59315 -7.90116 -0.17
C -1.08529 2.26250 -8.51508 -0.18
C 1.55544 1.28057 0.97920 -0.24
H -2.89175 2.43079 -7.29630 0.10
H -2.95721 0.12401 -6.45185 0.08
H -1.71974 -0.87746 -8.74836 0.13
H -1.42914 -1.54498 -7.15431 0.09
H 0.73376 -1.28795 -7.96210 0.12
H 0.34644 0.19932 -8.83878 0.10
H 1.23929 -0.13632 -5.94925 0.07
H 1.29696 2.35836 -5.90600 0.10
H 1.05096 2.53271 -8.73299 0.13
H 0.28347 3.65035 -7.61462 0.10
H -1.49007 3.22376 -8.90410 0.12
H -0.95572 1.61583 -9.40000 0.11
H 1.14001 1.81836 1.85104 0.04
H 2.44758 1.82888 0.66401 0.02
H 1.89800 0.31714 1.38937 0.01
P 1.50193 -0.28663 -1.91402 0.99
P -1.55303 -0.92558 -1.85428 1.01
N 2.66015 0.85851 -2.66553 -0.24
N 2.68540 -1.58044 -1.35834 -0.21
N -2.27407 0.48985 -2.68660 -0.26
N -3.03757 -1.89562 -1.64032 -0.24
C 0.81404 -1.08748 -3.39704 -0.35
C -0.57800 -1.75143 -3.17780 -0.31
C 2.78933 2.21333 -2.33872 -0.15
C 3.89968 2.71073 -3.01624 -0.05
C 4.41560 1.66130 -3.83905 -0.04
C 3.64506 0.53542 -3.60016 -0.12
C 3.67271 -1.38407 -0.38904 -0.13
C 4.40709 -2.55829 -0.23931 -0.04
C 3.85532 -3.51895 -1.14346 -0.04
C 2.78791 -2.89855 -1.79385 -0.13
C -2.44010 1.79490 -2.17505 -0.17
C -2.96476 2.57292 -3.20642 -0.03
C -3.11299 1.76031 -4.35507 -0.02
C -2.60604 0.50617 -4.03120 -0.12
C -4.15201 -2.07990 -2.47020 -0.11
C -5.03504 -2.96419 -1.85814 -0.04
C -4.45753 -3.33583 -0.59220 -0.05
C -3.23109 -2.69960 -0.50306 -0.14
H 1.52542 -1.82712 -3.79340 0.09
H 0.72241 -0.27738 -4.14100 0.07
H -1.14010 -1.75507 -4.12488 0.09
H -0.49135 -2.81310 -2.86976 0.11
H 2.11457 2.67476 -1.63883 0.08
H 4.29049 3.70605 -2.91814 0.11
H 5.26888 1.73660 -4.50151 0.12
H 3.71831 -0.46501 -3.99804 0.12
H 3.76085 -0.42495 0.10102 0.10
H 5.26455 -2.69890 0.39763 0.11
H 4.20211 -4.53024 -1.30725 0.11
H 2.12423 -3.27968 -2.55038 0.09
H -2.34477 2.01014 -1.10106 0.08
H -3.21118 3.62699 -3.16332 0.12
H -3.55375 2.02495 -5.30645 0.10
H -2.38302 -0.35219 -4.63739 0.08
H -4.23129 -1.56998 -3.41454 0.10
H -5.98699 -3.30750 -2.24205 0.11
H -4.90086 -3.99673 0.14100 0.11
H -2.47431 -2.72237 0.26490 0.09
F -2.19897 -0.92743 5.91353 0.16
C -1.73797 -0.97563 4.65823 -0.10
C -1.96312 0.10948 3.80710 -0.12
F -2.70016 1.17685 4.16722 0.15
C -1.37416 0.06204 2.56683 -0.08
F -1.45983 1.20132 1.71233 -0.04
C -0.61966 -1.04376 2.11684 -0.26
O -0.06230 -1.01606 0.90195 -0.29
C -0.43265 -2.13849 2.98843 -0.11
F 0.32263 -3.20340 2.62837 0.14
C -1.00476 -2.08878 4.23706 -0.10
F -0.86103 -3.13738 5.07047 0.15

# 2
83
Properties=species:S:1:pos:R:3:lowdin_charge:R:1 method="wB97M-V/def2-TZVPD" gap_ev=2.951 e_lumo_ev=-3.166 multiplicity=1 de_lowest_ev=0.210 total_energy_ev=-57150.22174
C -5.36464 5.23739 -1.79019 -0.13
C -4.38145 4.23379 -1.32950 -0.58
C -4.37018 2.87932 -1.59383 -0.14
C -3.20018 2.21161 -1.08832 -0.12
C -2.30865 3.08154 -0.47827 -0.38
B -0.73240 2.70039 -0.00150 -0.91
C -1.05699 2.02506 1.45152 -0.07
C -1.73716 2.77114 2.40086 -0.04
C -2.15175 2.20473 3.59712 -0.02
C -1.86907 0.84703 3.85874 -0.25
N -2.27040 0.27858 5.03366 -0.20
C -2.01458 -1.11801 5.32825 -0.07
C -3.14372 1.01143 5.93047 -0.07
C -1.15762 0.09403 2.89564 -0.03
C -0.75158 0.69004 1.70872 -0.03
O -0.43354 1.76764 -1.04301 0.05
C 0.42341 2.43066 -1.95349 -0.46
C 1.78677 1.80310 -1.78032 -0.02
C 0.00561 2.16434 -3.37816 -0.01
C 0.37062 3.99219 -1.50441 -0.45
C 1.67707 4.77266 -1.57590 -0.01
C -0.63771 4.76634 -2.33443 -0.06
O 0.01113 3.92290 -0.12475 0.05
S -3.00018 4.66358 -0.33098 1.05
H -6.08334 4.76996 -2.46800 0.07
H -5.90717 5.67971 -0.94889 0.07
H -4.84325 6.03857 -2.32401 0.07
H -5.15407 2.38739 -2.16810 0.10
H -3.05272 1.13821 -1.17897 0.11
H -1.98791 3.80712 2.19977 0.10
H -2.68255 2.80540 4.33194 0.09
H -0.93148 -1.31881 5.34130 0.08
H -2.43877 -1.34999 6.31389 0.08
H -2.47135 -1.77784 4.57234 0.09
H -4.10508 1.25245 5.44704 0.10
H -3.32952 0.40079 6.82473 0.08
H -2.67376 1.95699 6.23383 0.08
H -0.89961 -0.94576 3.09826 0.09
H -0.21261 0.08858 0.97877 0.12
H 2.50649 2.12282 -2.54039 0.09
H 2.16929 2.08571 -0.79813 0.05
H 1.70167 0.70612 -1.81221 0.11
H 0.71946 2.65360 -4.04863 0.09
H 0.05623 1.08800 -3.57229 0.09
H -1.00504 2.51392 -3.59710 0.09
H 2.20012 4.63100 -2.53331 0.10
H 1.46940 5.84711 -1.46598 0.09
H 2.34359 4.50244 -0.75211 0.05
H -0.21717 4.98193 -3.32794 0.09
H -1.56971 4.21209 -2.48512 0.06
H -0.85908 5.72952 -1.86073 0.08
C 2.89702 2.30313 1.16138 0.04
C 3.77039 3.38390 0.72656 -0.15
C 4.48166 3.33214 -0.50333 -0.03
C 5.25863 4.40391 -0.92512 -0.06
C 5.37321 5.55302 -0.14281 -0.05
C 4.74648 5.59479 1.10455 -0.06
C 4.01609 4.50593 1.56302 0.00
C 2.14709 2.34739 2.40612 -0.11
C 2.15344 1.03466 2.97020 -0.11
C 1.72214 0.78759 4.25991 0.00
C 1.19458 1.84752 4.99037 -0.02
C 1.10812 3.13338 4.41642 -0.04
C 1.57917 3.39635 3.12329 0.02
C 2.75143 0.12240 2.01547 -0.11
C 3.26950 0.89030 0.92741 -0.09
C 4.01326 0.22385 -0.05494 -0.01
C 4.00903 -1.17460 -0.08184 -0.05
C 3.38525 -1.91624 0.94099 -0.05
C 2.80744 -1.26316 2.03547 0.00
H 4.40260 2.46962 -1.14867 0.08
H 5.77031 4.33070 -1.88600 0.11
H 5.93090 6.41146 -0.50781 0.11
H 4.84413 6.47952 1.74044 0.11
H 3.66575 4.49454 2.58934 0.11
H 1.80699 -0.22809 4.65323 0.12
H 0.81995 1.67571 6.00487 0.12
H 0.66965 3.94500 4.99515 0.11
H 1.50806 4.38708 2.67383 0.13
H 4.61046 0.75882 -0.78680 0.10
H 4.49881 -1.68454 -0.90573 0.11
H 3.34453 -2.99891 0.87120 0.11
H 2.35286 -1.79501 2.87152 0.12

# 3
22
Properties=species:S:1:pos:R:3:lowdin_charge:R:1 method="wB97M-V/def2-TZVPD" gap_ev=8.234 e_lumo_ev=-3.922 multiplicity=1 charge=+1 smiles="C[N+](C)(C)/C=C/C=C/Cl" de_lowest_ev=3.822 total_energy_ev=-21472.18571
C -1.51946 1.23736 -0.07275 -0.01
N -1.25600 -0.24922 -0.06011 -0.40
C -1.46790 -0.70564 1.34068 0.01
C -2.05622 -0.85511 -1.12323 -0.02
C 0.18524 -0.39691 -0.38002 -0.06
C 1.29586 0.38749 0.05656 -0.02
C 2.73519 -0.00110 -0.02947 -0.16
C 3.95827 0.68597 0.27674 -0.51
Cl 5.29861 -0.26323 -0.08839 0.69
H -0.91584 1.98260 0.51066 0.13
H -1.16620 1.44590 -1.07976 0.11
H -2.54628 1.48054 0.06799 0.10
H -2.36018 -0.37541 1.71126 0.07
H -1.37285 -1.85543 1.51786 0.16
H -0.64901 -0.27108 1.94333 0.12
H -1.83915 -0.24159 -2.08958 0.14
H -1.65373 -1.91870 -1.27192 0.13
H -3.21025 -0.73267 -1.01518 0.15
H 0.36624 -1.42937 -0.77671 0.14
H 1.03102 1.31485 0.40350 0.06
H 2.83246 -0.93319 -0.49299 0.06
H 4.31018 1.69394 0.65152 0.10

# 4
74
Properties=species:S:1:pos:R:3:mulliken_spin:R:1 method="wB97M-V/def2-TZVPD" gap_ev="5.812 / 5.902" e_lumo_ev="-7.961 / -7.932" multiplicity=4 charge=+2 s2=3.83 de_lowest_ev=2.134 total_energy_ev=-175415.34669
Re 0.06340 -0.07802 -0.32973 2.74
C 3.23614 0.32474 -0.19251 0.06
N 2.24281 -0.52038 0.50031 0.01
C 2.77118 -1.90044 0.60459 -0.01
C 1.96489 -0.02172 1.86421 0.05
C 0.78419 -0.78120 2.44718 -0.01
N -0.28554 -0.85432 1.43614 -0.04
C -1.49112 -1.45912 1.83265 0.03
C -2.20077 -2.24496 0.91773 -0.02
F -1.70350 -2.36385 -0.32997 0.00
C -3.36185 -2.91562 1.23762 0.01
F -3.94621 -3.65362 0.30314 0.00
C -3.90162 -2.81251 2.50421 -0.03
C -3.24633 -2.01234 3.42072 0.01
F -3.74782 -1.85075 4.63324 0.00
C -2.07425 -1.34652 3.10240 -0.02
F -1.53550 -0.54515 4.02017 0.00
H 4.19637 0.29644 0.32955 0.00
H 2.89587 1.36044 -0.23796 -0.02
H 3.38228 -0.04527 -1.20627 0.00
H 3.58171 -1.91682 1.33787 0.00
H 3.17300 -2.23079 -0.34726 0.01
H 1.99545 -2.59752 0.91105 0.00
H 1.72178 1.04076 1.79994 -0.02
H 2.84156 -0.12848 2.50881 0.01
H 0.43497 -0.24201 3.32429 -0.01
H 1.05918 -1.78770 2.77016 0.00
H -4.81160 -3.33225 2.77093 0.00
C 0.77431 -1.37784 -4.66807 0.00
Si -0.10999 -2.00040 -3.13458 -0.02
C -1.64075 -3.05743 -3.38168 0.00
C 1.07002 -2.88440 -1.97831 0.05
N -0.46084 -0.44171 -2.18881 -0.01
C -1.36088 0.46093 -2.79300 -0.07
C -2.16980 0.19149 -3.90670 -0.02
C -3.04131 1.14039 -4.40877 0.00
C -3.15749 2.39120 -3.82036 0.00
C -2.35398 2.70709 -2.73215 0.01
C -1.48689 1.74816 -2.29018 0.06
F -0.63088 2.01718 -1.22051 0.05
H 1.21097 -2.22239 -5.20587 0.00
H 1.58660 -0.69994 -4.39901 0.00
H 0.11992 -0.85052 -5.36147 0.00
H -1.33601 -4.10608 -3.40673 0.00
H -2.17739 -2.85852 -4.30836 0.00
H -2.33891 -2.94250 -2.55145 0.00
H 1.71359 -3.57931 -2.51968 0.00
H 0.53536 -3.44717 -1.21146 0.00
H 1.70455 -2.14274 -1.49851 0.00
H -2.11044 -0.77123 -4.38793 0.00
H -3.64961 0.89857 -5.26979 0.00
H -3.86224 3.11755 -4.19874 0.00
H -2.40661 3.67414 -2.25385 0.00
C -0.48253 5.46291 -0.92327 0.00
Ge 0.47680 5.33548 0.79007 0.00
C 0.34582 7.03595 1.74937 0.00
C 2.31935 4.70217 0.52324 0.00
C -0.36183 4.04447 2.13593 0.01
Se -0.73045 2.18791 1.80205 0.17
C -2.56185 2.34096 1.19109 0.00
H -0.16780 6.40115 -1.38309 0.00
H -1.56289 5.51128 -0.78549 0.00
H -0.21821 4.65608 -1.60333 0.00
H 0.80721 7.81979 1.14782 0.00
H 0.85446 6.99723 2.71151 0.00
H -0.69738 7.30394 1.91343 0.00
H 2.84331 5.41465 -0.11483 0.00
H 2.35025 3.72643 0.03598 0.00
H 2.84842 4.64731 1.47424 0.00
H -1.29314 4.49146 2.48525 0.01
H 0.34984 4.05596 2.96157 0.00
H -2.61813 3.07163 0.38727 0.00
H -3.17381 2.66321 2.02991 0.01
H -2.90179 1.36737 0.84110 0.00

# 5
22
Properties=species:S:1:pos:R:3:lowdin_charge:R:1 method="wB97M-V/def2-TZVPD" gap_ev=10.784 e_lumo_ev=0.759 multiplicity=1 smiles=CCC[Si@H](O)CCO de_lowest_ev=0.000 total_energy_ev=-17385.96369
C -1.67836 1.42977 0.13051 -0.12
C -0.74866 1.55993 -1.07286 -0.31
C 0.71871 1.22872 -0.75948 -0.28
Si 1.19041 -0.58032 -0.76712 0.53
O 1.01362 -1.14715 -2.32361 -0.19
C 0.17255 -1.71344 0.33750 -0.25
C 0.43054 -1.53161 1.83294 -0.30
O 0.93613 -0.23012 2.16013 -0.11
H -2.72898 1.52529 -0.15055 0.07
H -1.47635 2.20730 0.87336 0.08
H -1.56431 0.46418 0.62962 0.05
H -1.10673 0.92581 -1.89332 0.10
H -0.82292 2.58085 -1.45982 0.10
H 1.02336 1.71312 0.17526 0.07
H 1.36902 1.66163 -1.53061 0.07
H 2.63114 -0.72561 -0.46828 0.02
H 0.15253 -1.49501 -2.56648 0.05
H -0.88820 -1.58828 0.08818 0.07
H 0.42870 -2.73430 0.03222 0.08
H 1.20776 -2.21861 2.16664 0.11
H -0.46423 -1.72842 2.43189 0.11
H 0.20427 0.39625 2.13389 0.06

# 6
17
Properties=species:S:1:pos:R:3:lowdin_charge:R:1 method="wB97M-V/def2-TZVPD" gap_ev=8.405 e_lumo_ev=0.798 multiplicity=1 de_lowest_ev=4.620 total_energy_ev=-9334.36774
C 1.13975 -0.21958 -0.82814 -0.24
C -0.56082 0.72105 0.36901 -0.26
C -0.79915 -0.44010 1.28846 -0.09
C -1.51418 0.90505 -0.78279 -0.10
N 1.82244 -1.34803 -0.57415 0.15
N 1.29298 0.84973 -0.02640 -0.20
O 2.04624 0.68396 0.99282 -0.20
H 0.59686 -0.12296 -1.75419 0.13
H -0.43528 1.64292 0.92928 0.12
H 1.87088 -2.09340 -1.24438 0.10
H 2.42394 -1.28319 0.24201 0.10
H -1.00727 -1.36254 0.74438 0.08
H 0.08366 -0.59513 1.91503 0.08
H -1.64733 -0.22789 1.94594 0.09
H -2.46462 1.30089 -0.41013 0.09
H -1.72417 -0.03313 -1.29936 0.07
H -1.12394 1.62235 -1.50738 0.08

# 7
11
Properties=species:S:1:pos:R:3:lowdin_charge:R:1 method="wB97M-V/def2-TZVPD" gap_ev="8.028 / 6.548" e_lumo_ev="-2.423 / -2.606" multiplicity=1 de_lowest_ev=6.090 total_energy_ev=-14767.39470
C -2.41056 0.77206 0.17438 -0.08
C 2.18510 0.83926 -0.54922 -0.15
C -1.20213 -0.00187 0.18641 -0.36
C 1.08641 0.40209 0.27793 -0.07
N -3.32962 1.47044 0.32244 0.21
N 3.13064 1.02398 -1.19266 0.19
N -0.14078 0.66131 -0.03709 0.16
O -1.37764 -1.28678 0.24653 0.09
O 0.70659 -1.72550 -0.73566 -0.09
O -0.17192 -2.20690 0.11596 -0.05
H 1.52389 0.05192 1.19097 0.14

# 8
66
Properties=species:S:1:pos:R:3:lowdin_charge:R:1 method="wB97M-V/def2-TZVPD" gap_ev="4.264 / 4.088" e_lumo_ev="2.858 / 2.678" multiplicity=1 charge=-2 total_energy_ev=-309639.92013
Au 1.13731 0.51056 -0.33378 0.87
Se -2.66289 4.79446 0.26672 -0.43
Sb -0.22939 4.56846 0.09922 -0.02
Se 0.02921 2.39256 -1.49688 -0.03
Se 1.49201 3.35946 -2.83968 -0.05
Se 0.58081 3.98686 2.37632 -0.31
C 3.53061 3.45676 0.29972 -0.06
C 3.98221 2.07636 0.08422 -0.33
N 3.23771 0.99146 -0.02538 0.05
C 4.07341 -0.07284 -0.20408 -0.11
C 5.37431 0.38246 -0.19998 -0.08
N 5.28031 1.74006 -0.01878 0.18
C 6.69341 -0.26384 -0.35848 -0.52
O 6.70171 -1.56804 -0.42878 0.09
O 7.69961 0.42226 -0.41238 0.06
C 3.51161 -1.45684 -0.35688 -0.58
O 4.32981 -2.40674 -0.35638 0.02
O 2.28011 -1.55944 -0.47948 -0.05
H 2.71771 3.47506 1.02832 -0.06
H 3.15721 3.87476 -0.64128 0.01
H 4.35341 4.06896 0.66352 0.08
H 6.07621 2.35886 0.01312 0.17
H 5.71941 -1.98724 -0.38938 0.07
C -0.04189 -0.23764 -5.09848 -0.05
C -0.94229 -0.66944 -3.97838 -0.29
C -2.17929 -1.25374 -4.21528 -0.06
C -2.96269 -1.65034 -3.13758 -0.30
C -4.27259 -2.35724 -3.37378 -0.07
C -2.54999 -1.41344 -1.84138 0.00
C -1.31559 -0.78554 -1.54098 -0.29
C -0.52659 -0.48284 -2.68018 -0.10
N -0.81309 -0.43934 -0.34878 -0.03
C -1.35099 -0.51014 0.99332 -0.46
C -0.28169 -1.18594 1.86992 -0.10
C -0.67829 -1.16174 3.33932 -0.30
C -0.87239 0.28066 3.80142 -0.12
C -1.97149 0.93456 2.96902 -0.29
C -3.27169 0.15916 3.15982 -0.12
C -3.05989 -1.27384 2.67632 -0.30
C -1.97609 -1.94284 3.51252 -0.13
C -2.66229 -1.27494 1.19902 -0.10
C -1.57909 0.92256 1.49872 -0.13
H -0.47619 -0.45884 -6.07398 0.06
H 0.92201 -0.74044 -5.01238 0.08
H 0.14321 0.83566 -5.02918 0.06
H -2.52219 -1.40404 -5.22988 0.09
H -4.45859 -2.48004 -4.44038 0.06
H -5.09749 -1.78744 -2.94428 0.07
H -4.25999 -3.34514 -2.90758 0.07
H -3.20659 -1.74224 -1.05828 0.08
H 0.48171 -0.11814 -2.51968 0.04
H 0.67401 -0.66954 1.73822 0.09
H -0.13459 -2.20984 1.51422 0.13
H 0.11451 -1.63424 3.93052 0.13
H 0.05331 0.84686 3.68402 0.10
H -1.14789 0.30236 4.86072 0.11
H -2.09529 1.97576 3.28422 0.13
H -4.07649 0.63176 2.59192 0.12
H -3.55579 0.15956 4.21802 0.11
H -3.99719 -1.83714 2.77982 0.13
H -1.83589 -2.97564 3.18182 0.11
H -2.27149 -1.96334 4.56522 0.11
H -3.46279 -0.79334 0.63552 0.12
H -2.53879 -2.30604 0.85722 0.12
H -0.65689 1.49826 1.38062 0.02
H -2.35229 1.41266 0.89932 0.12

> Which of these has the highest multiplicity?

C24H38F5GeN3ReSeSi